{
  "formula": "C23H38IN2O7P2PtS",
  "method": "the ωB97M-V functional and the def2-TZVPD basis",
  "spin_multiplicity": 4,
  "max_force_ha_per_bohr": 0.0096,
  "s_squared": 3.77,
  "relative_energy_kcal_mol": 4.35,
  "elements": ["Pt", "C", "C", "C", "O", "P", "O", "C", "P", "O", "O", "C", "C", "C", "O", "C", "C", "C", "O", "C", "C", "C", "H", "H", "H", "H", "H", "H", "H", "H", "H", "H", "H", "H", "H", "H", "H", "H", "H", "H", "H", "H", "H", "H", "H", "H", "H", "H", "H", "H", "H", "H", "O", "N", "C", "C", "C", "C", "C", "S", "H", "H", "H", "H", "I", "C", "C", "C", "C", "N", "C", "H", "H", "H", "H"],
  "positions_angstrom": [[-1.48984, 0.58717, -1.43912], [5.49252, 1.92546, 0.64980], [4.71393, 0.63301, 0.52628], [5.53541, -0.49076, -0.07026], [3.58715, 0.90859, -0.34246], [2.08972, 0.50814, -0.02444], [1.13875, 1.18648, -0.90619], [2.00669, -1.30137, -0.12103], [0.40830, -1.85073, -0.71219], [0.04179, -1.30750, -2.03800], [-0.67659, -1.46752, 0.37378], [-0.94510, -2.18291, 1.61371], [-2.41825, -2.53095, 1.60240], [-0.55659, -1.30641, 2.78133], [0.54553, -3.42565, -0.65617], [-0.49549, -4.22539, -1.31311], [-0.03339, -4.55670, -2.71354], [-0.72004, -5.44009, -0.44331], [1.89355, 0.77483, 1.52597], [1.62995, 2.16928, 1.91841], [0.13727, 2.40927, 1.97416], [2.33320, 2.37189, 3.24049], [6.33548, 1.79377, 1.32903], [4.85605, 2.72277, 1.03268], [5.87250, 2.22996, -0.32569], [4.32890, 0.34294, 1.50798], [5.84632, -0.22795, -1.08171], [4.98005, -1.42768, -0.10854], [6.42732, -0.65587, 0.53483], [2.25621, -1.76397, 0.83504], [2.72412, -1.62189, -0.88004], [-0.34628, -3.09769, 1.60957], [-3.01701, -1.61900, 1.61602], [-2.66361, -3.12356, 2.48544], [-2.68545, -3.09542, 0.71016], [-1.23504, -0.45596, 2.85688], [0.45780, -0.92531, 2.67653], [-0.62048, -1.88542, 3.70417], [-1.40431, -3.61673, -1.35529], [0.90294, -5.11532, -2.67678], [0.11565, -3.64822, -3.29370], [-0.78482, -5.17116, -3.21056], [0.20685, -6.00676, -0.34374], [-1.47291, -6.08478, -0.89691], [-1.06419, -5.15855, 0.55196], [2.07189, 2.81512, 1.15479], [-0.30272, 1.90415, 2.83503], [-0.35263, 2.06275, 1.06294], [-0.05286, 3.47941, 2.06448], [1.92567, 1.69445, 3.99236], [2.18312, 3.39624, 3.58293], [3.40453, 2.19150, 3.15128], [-2.80550, 1.73030, -0.06537], [-4.01281, 1.21426, 0.13100], [-4.81253, 1.88861, 0.99440], [-6.07580, 1.46053, 1.28588], [-6.54388, 0.29665, 0.66765], [-5.72762, -0.37043, -0.20604], [-4.42743, 0.08491, -0.49946], [-3.41396, -0.74917, -1.61339], [-4.35314, 2.77506, 1.40303], [-6.68159, 2.03069, 1.97365], [-7.54006, -0.07142, 0.87039], [-6.05707, -1.26760, -0.71046], [-0.42021, 6.27506, -1.61230], [-0.25710, 4.41092, -2.54652], [0.68789, 4.23735, -3.57436], [0.69756, 2.94682, -4.16995], [-0.10700, 1.95522, -3.71690], [-1.00783, 2.13919, -2.67610], [-1.08127, 3.41675, -2.12410], [1.35064, 5.02695, -3.88799], [1.36885, 2.73328, -4.99208], [-0.07855, 0.95856, -4.13533], [-1.81313, 3.55758, -1.34330]],
  "atomic_forces_ev_per_a": [[-0.44, -0.04, -0.21], [0.01, 0.00, 0.01], [-0.02, 0.04, 0.05], [0.04, 0.00, -0.01], [-0.05, -0.04, -0.11], [0.01, -0.02, 0.02], [0.04, 0.09, -0.01], [0.09, 0.05, -0.01], [-0.19, -0.09, -0.24], [-0.01, -0.13, 0.17], [0.09, 0.06, 0.16], [-0.04, -0.04, -0.15], [0.00, -0.03, 0.10], [-0.01, 0.00, 0.07], [0.10, -0.05, 0.02], [0.01, 0.06, 0.01], [-0.01, -0.03, -0.01], [0.02, -0.03, 0.00], [-0.08, -0.04, 0.10], [0.04, -0.02, -0.02], [-0.02, -0.01, -0.06], [-0.03, 0.06, 0.01], [0.01, 0.00, 0.00], [0.00, 0.00, 0.01], [-0.01, 0.00, -0.01], [0.00, -0.01, -0.01], [0.00, 0.00, -0.01], [-0.03, 0.01, 0.00], [0.01, 0.00, 0.00], [0.03, -0.02, -0.01], [0.03, -0.01, 0.06], [0.03, 0.03, -0.02], [0.00, 0.01, -0.02], [-0.01, 0.00, 0.01], [0.01, -0.02, -0.01], [0.01, 0.04, -0.03], [0.03, -0.02, -0.01], [-0.02, 0.02, 0.01], [0.00, -0.01, -0.02], [0.01, -0.02, 0.01], [-0.01, 0.02, 0.01], [0.00, 0.00, -0.02], [0.00, 0.00, -0.01], [-0.01, 0.00, 0.00], [-0.01, 0.01, 0.00], [-0.01, 0.00, -0.02], [-0.02, -0.05, 0.01], [0.04, 0.03, 0.04], [0.00, 0.02, 0.03], [-0.01, -0.01, 0.00], [0.00, 0.00, 0.01], [0.01, 0.00, -0.01], [-0.03, -0.02, 0.14], [0.03, 0.01, -0.08], [0.01, -0.02, -0.02], [0.06, -0.01, -0.05], [-0.02, 0.01, 0.03], [0.08, 0.01, -0.04], [-0.10, 0.03, 0.06], [0.18, 0.08, 0.06], [0.02, 0.00, 0.00], [-0.01, -0.01, 0.01], [-0.01, 0.00, 0.00], [0.00, 0.00, 0.00], [-0.01, 0.06, 0.03], [0.01, 0.02, -0.02], [-0.03, -0.03, 0.00], [0.08, 0.07, -0.05], [-0.20, -0.04, 0.12], [0.29, 0.30, -0.01], [0.02, -0.20, -0.11], [0.00, 0.01, 0.00], [0.00, -0.01, -0.01], [0.01, -0.02, 0.00], [-0.01, -0.01, 0.03]],
  "mulliken_charge": [1.67, -1.56, 0.92, -1.41, -0.28, 0.14, 0.00, -0.81, 0.33, -0.96, -0.22, 0.53, -1.43, -1.08, -0.26, 1.13, -1.53, -1.49, -0.21, 0.71, -1.16, -1.68, 0.40, 0.34, 0.37, 0.20, 0.32, 0.29, 0.42, 0.50, 0.52, 0.43, 0.23, 0.47, 0.31, 0.21, 0.13, 0.43, 0.02, 0.33, 0.30, 0.43, 0.34, 0.41, 0.33, 0.44, 0.23, 0.10, 0.47, 0.33, 0.42, 0.36, -0.75, 0.26, -0.22, -0.78, -0.21, -0.84, 0.48, -0.54, 0.45, 0.40, 0.39, 0.42, -0.02, -0.17, -0.45, -0.71, -0.31, -0.06, -0.42, 0.40, 0.37, 0.39, 0.49]
}